C3H5N3O | ωB97M-V with the def2-TZVPD basis set

Structure (XYZ):
```
12
Properties=species:S:1:pos:R:3
O 0.416 0.982 -2.673
N -0.111 1.040 -0.388
N 0.476 -0.877 -1.245
N -0.417 0.476 1.966
C 0.278 0.450 -1.586
C 0.220 -1.084 0.119
C -0.133 0.105 0.647
H -0.124 -0.255 2.604
H 0.122 -2.066 0.565
H 1.048 -1.470 -1.822
H -0.380 2.009 -0.323
H -1.396 0.691 2.137
```

Properties
E_tot, hartree: -356.8483
E_LUMO, eV: 0.8
Energy above the lowest of the compared OMol25 structures with the same formula, charge and spin, kcal/mol: 5.72
HOMO-LUMO gap, eV: 8.56

---

C3H5N3O | ωB97M-V with the def2-TZVPD basis set

Structure (XYZ):
```
12
Properties=species:S:1:pos:R:3
O -0.876 2.506 0.163
N 0.526 0.679 0.641
N 1.559 -1.506 0.388
N -0.640 -0.948 -0.298
C -0.635 1.179 0.115
C 0.498 -0.598 0.331
C -1.388 0.213 -0.484
H -0.090 2.890 0.577
H -2.244 0.246 -1.135
H 1.813 -1.687 -0.581
H 2.355 -1.049 0.817
H -0.880 -1.887 -0.569
```

Properties
E_tot, hartree: -356.8327
E_LUMO, eV: 0.9
Energy above the lowest of the compared OMol25 structures with the same formula, charge and spin, kcal/mol: 15.48
HOMO-LUMO gap, eV: 8.70

---

C3H5N3O | ωB97M-V with the def2-TZVPD basis set

Structure (XYZ):
```
12
Properties=species:S:1:pos:R:3
O 3.298 -0.401 -0.094
N -0.662 1.365 0.505
N 0.185 1.711 -0.275
N 0.968 -0.363 -0.078
C -1.375 0.194 -0.005
C 2.141 -0.451 0.066
C -0.317 -0.819 0.368
H -0.077 -1.094 1.449
H -0.417 -1.853 0.041
H -1.479 0.247 -1.063
H -2.385 -0.077 0.397
H 0.121 1.542 -1.312
```

Properties
E_tot, hartree: -356.7112
E_LUMO, eV: 0.6
Energy above the lowest of the compared OMol25 structures with the same formula, charge and spin, kcal/mol: 91.71
HOMO-LUMO gap, eV: 9.60

---

C3H5N3O | ωB97M-V with the def2-TZVPD basis set

Structure (XYZ):
```
12
Properties=species:S:1:pos:R:3
O 2.565 -0.419 0.070
N -1.092 -0.783 0.428
N 0.127 0.820 -0.767
N -1.164 0.977 -0.975
C -1.857 0.139 -0.243
C 1.275 -0.769 0.769
C 0.145 -0.177 0.057
H -2.889 0.069 -0.181
H 1.059 -1.846 0.530
H -1.469 1.823 -1.552
H 2.277 0.768 -0.070
H 1.022 -0.602 1.933
```

Properties
E_tot, hartree: -356.7285
E_LUMO, eV: 0.7
Energy above the lowest of the compared OMol25 structures with the same formula, charge and spin, kcal/mol: 80.84
HOMO-LUMO gap, eV: 10.74

---

C3H5N3O | ωB97M-V with the def2-TZVPD basis set

Structure (XYZ):
```
12
Properties=species:S:1:pos:R:3
O -0.823 0.628 -1.472
N 1.420 -1.099 0.154
N -0.424 1.547 1.589
N 1.291 -0.177 1.126
C 0.034 0.496 0.850
C -0.780 -0.236 -0.371
C 0.312 -1.216 -0.555
H -1.643 -0.526 0.247
H -0.686 -0.087 -2.823
H -1.312 1.905 1.365
H 0.351 -1.661 -1.462
H 2.261 0.425 1.351
```

Properties
E_tot, hartree: -356.5954
E_LUMO, eV: -1.3
Energy above the lowest of the compared OMol25 structures with the same formula, charge and spin, kcal/mol: 164.41
HOMO-LUMO gap, eV: 7.74

---

C3H5N3O | ωB97M-V with the def2-TZVPD basis set

Structure (XYZ):
```
12
Properties=species:S:1:pos:R:3
O -2.433 0.922 -0.270
N 1.274 0.133 -0.641
N 0.329 1.019 -0.287
N 0.475 -0.750 1.224
C -1.714 0.096 0.505
C 1.521 -0.717 0.510
C -0.367 0.200 0.586
H -1.788 1.474 -0.753
H 2.072 0.556 -1.128
H -2.302 -0.620 1.064
H 2.410 -1.334 0.562
H 0.523 -0.980 -1.373
```

Properties
E_tot, hartree: -356.6372
E_LUMO (spin up / spin down), eV: -0.1 / -0.3
Energy above the lowest of the compared OMol25 structures with the same formula, charge and spin, kcal/mol: 138.17
HOMO-LUMO gap (spin up / spin down), eV: 7.45 / 7.26

---

C3H5N3O | ωB97M-V with the def2-TZVPD basis set

Structure (XYZ):
```
12
Properties=species:S:1:pos:R:3
O 1.861 -0.549 -0.669
N -1.765 -0.844 0.976
N -0.559 1.343 -0.642
N 0.352 -2.143 1.304
C 0.713 1.423 -0.737
C -0.646 -1.567 1.140
C 1.605 0.522 0.022
H 1.233 2.243 -1.252
H -1.580 -0.001 0.415
H -2.566 -1.384 0.667
H -1.011 2.121 -1.121
H 2.362 -1.164 -0.102
```

Properties
E_tot, hartree: -356.6999
E_LUMO, eV: 0.3
Energy above the lowest of the compared OMol25 structures with the same formula, charge and spin, kcal/mol: 98.84
HOMO-LUMO gap, eV: 9.38

---

C3H5N3O | ωB97M-V with the def2-TZVPD basis set

Structure (XYZ):
```
12
Properties=species:S:1:pos:R:3
O -0.469 -1.281 0.076
N 0.364 -0.559 -0.584
N 0.907 1.713 -0.006
N 1.644 -0.848 0.009
C -1.671 -0.435 -0.019
C -1.367 0.839 0.023
C 0.105 0.820 -0.252
H -2.200 1.645 -0.165
H 1.939 1.561 0.155
H -2.614 -0.910 0.010
H 1.678 -1.799 -0.357
H 1.683 -0.747 1.110
```

Properties
E_tot, hartree: -356.6426
E_LUMO, eV: 0.8
Energy above the lowest of the compared OMol25 structures with the same formula, charge and spin, kcal/mol: 134.76
HOMO-LUMO gap, eV: 9.69